Record 1
ORCA calculation (wB97M-V/def2-TZVPD) on 2 unconnected molecules or ions with the total composition C4H11NO3 in a non-equilibrium geometry.

Calculated values
2S+1: 1
HOMO-LUMO gap (eV): 10.5
HOMO level (hartree): -0.358
LUMO level (eV): 0.728
Energy above the lowest of the compared OMol25 structures with the same formula, charge and spin (kJ/mol): 237.3
SMILES: N[C@@H](CO)CC=O.O
Charge: 0
Total energy (hartree): -439.43552

Each line ends with the Löwdin charge.
Geometry (Å):
C1 1.030 -1.094 0.849  -0.1936
O1 0.254 -2.298 0.757  -0.0815
C2 0.432 -0.094 -0.184  -0.3712
C3 1.064 1.256 0.064  -0.1200
C4 0.022 2.370 0.166  -0.2387
O2 -0.618 2.562 1.170  0.0537
N1 0.749 -0.695 -1.489  0.0416
H1 0.832 -0.749 1.873  0.1326
H2 2.081 -1.389 0.687  0.1294
H3 0.357 -2.631 -0.140  0.0711
H4 -0.643 -0.136 -0.121  0.1016
H5 1.773 1.265 0.889  0.1186
H6 1.758 1.529 -0.739  0.1136
H7 -0.228 3.037 -0.674  0.1205
H8 0.546 -0.140 -2.304  0.0848
H9 1.643 -1.164 -1.486  0.0764
H10 -2.879 -1.829 -0.290  0.0388
H11 -1.671 -0.998 -0.734  -0.0213
O3 -2.622 -1.115 -0.877  -0.0563



Record 2
ORCA calculation (wB97M-V/def2-TZVPD) on C4H9NOS in the gas phase in a non-equilibrium geometry.

Calculated values
2S+1: 3
HOMO-LUMO gap (spin up / spin down) (eV): 7.3 / 4.9
HOMO level (spin up / spin down) (hartree): -0.243 / -0.282
LUMO level (spin up / spin down) (eV): 0.694 / -2.753
Energy above the lowest of the compared OMol25 structures with the same formula, charge and spin (kJ/mol): 244.9
Charge: 0
Total energy (hartree): -685.76274

Each line ends with the Löwdin spin population.
Geometry (Å):
C1 1.214 -0.226 0.787  0.0286
C2 1.154 -0.355 -1.702  0.0157
C3 -2.224 -0.060 1.247  0.1155
C4 0.478 0.113 -0.491  0.2459
N1 0.011 1.415 -0.261  0.1675
O1 0.009 2.159 -1.225  0.3474
S1 -1.605 -0.732 -0.279  0.9965
H1 0.562 -1.022 1.285  0.0181
H2 2.084 -0.776 0.489  0.0003
H3 1.386 0.684 1.310  0.0034
H4 1.461 -1.351 -1.604  0.0020
H5 2.001 0.201 -1.727  0.0056
H6 0.505 -0.209 -2.515  0.0017
H7 -3.172 -0.640 1.482  0.0094
H8 -2.396 1.066 1.172  0.0270
H9 -1.468 -0.266 2.029  0.0154



Record 3
ORCA calculation (wB97M-V/def2-TZVPD) on C5H6O in the gas phase.

Calculated values
2S+1: 1
HOMO-LUMO gap (eV): 10.6
HOMO level (hartree): -0.350
LUMO level (eV): 1.016
Energy above the lowest of the compared OMol25 structures with the same formula, charge and spin (kJ/mol): 20.3
SMILES: O=C1CC=CC1
Charge: 0
Total energy (hartree): -269.33851

Each line ends with the Löwdin charge.
Geometry (Å):
O1 2.299 -0.218 0.598  0.0877
C1 1.127 -0.155 0.319  -0.3817
C2 0.047 0.542 1.152  -0.1062
C3 -1.153 0.511 0.245  -0.1001
C4 -0.899 -0.098 -0.913  -0.0991
C5 0.471 -0.723 -0.942  -0.1058
H1 0.360 1.569 1.376  0.1249
H2 -0.079 0.031 2.115  0.1246
H3 -2.088 1.007 0.488  0.1022
H4 -1.578 -0.142 -1.760  0.1025
H5 0.417 -1.819 -0.847  0.1288
H6 1.075 -0.506 -1.831  0.1224



Record 4
ORCA calculation (wB97M-V/def2-TZVPD) on 5 unconnected molecules or ions with the total composition C7H14Cl8NO3P in a non-equilibrium geometry.

Calculated values
2S+1: 1
HOMO-LUMO gap (eV): 9.2
HOMO level (hartree): -0.324
LUMO level (eV): 0.423
SMILES: C=COC(=O)N[PH2]=O.ClCCl.ClCCl.ClCCl.ClCCl
Charge: 0
Total energy (hartree): -4578.41220

Each line ends with the Löwdin charge.
Geometry (Å):
C1 2.316 -1.073 -0.586  -0.0236
C2 1.884 -1.465 -1.798  -0.1776
O1 2.633 -2.028 -2.806  0.0332
C3 3.973 -1.744 -2.776  -0.6032
O2 4.435 -0.636 -2.785  0.1451
N1 4.771 -2.909 -2.782  -0.0484
P1 5.494 -3.316 -1.293  0.6527
O3 5.600 -4.781 -1.174  -0.4210
H1 3.127 -0.380 -0.427  0.0677
H2 1.786 -1.436 0.273  0.0178
H3 0.851 -1.334 -2.076  0.0798
H4 4.231 -3.703 -3.105  0.1103
H5 6.761 -2.716 -1.336  0.0224
H6 4.736 -2.782 -0.239  0.0219
C4 -1.540 0.557 0.688  -1.0247
Cl1 -0.348 1.859 0.592  0.5027
Cl2 -0.832 -1.008 0.265  0.5372
H7 -1.928 0.507 1.704  -0.0628
H8 -2.344 0.767 -0.010  0.0170
C5 -4.319 2.390 3.307  -0.9986
Cl3 -5.269 1.032 2.687  0.5125
Cl4 -2.604 1.986 3.436  0.5400
H9 -4.422 3.226 2.626  0.0025
H10 -4.687 2.654 4.290  0.0283
C6 -1.042 5.935 2.715  -1.0082
Cl5 -2.812 5.860 2.665  0.5062
Cl6 -0.341 4.500 3.463  0.4896
H11 -0.673 6.011 1.700  0.0255
H12 -0.752 6.805 3.290  0.0237
C7 -3.807 -2.681 -2.145  -1.0108
Cl7 -2.094 -2.370 -2.439  0.4907
Cl8 -4.580 -1.337 -1.289  0.5015
H13 -4.305 -2.817 -3.097  0.0241
H14 -3.897 -3.573 -1.539  0.0263



Record 5
ORCA calculation (wB97M-V/def2-TZVPD) on a molecular structure, C5H11N in a non-equilibrium geometry.

Calculated values
2S+1: 1
HOMO-LUMO gap (eV): 9.3
HOMO level (hartree): -0.305
LUMO level (eV): 1.039
Energy above the lowest of the compared OMol25 structures with the same formula, charge and spin (kJ/mol): 390.4
Charge: 0
Total energy (hartree): -251.71385

Each line ends with the Löwdin charge.
Geometry (Å):
C1 -1.687 0.337 0.905  -0.0895
C2 -1.318 -0.420 -0.435  -0.2618
C3 0.084 -0.910 -0.696  -0.1892
C4 1.235 0.069 -0.367  -0.4699
C5 2.185 -0.342 0.536  0.0180
N1 0.822 1.304 -0.928  0.0899
H1 -2.693 0.126 1.262  0.0665
H2 -0.953 -0.049 1.614  0.0653
H3 -1.562 1.404 0.751  0.0617
H4 -1.530 0.374 -1.135  0.0793
H5 -2.095 -1.171 -0.681  0.1085
H6 0.273 -1.138 -1.755  0.1234
H7 0.279 -1.865 -0.189  0.1080
H8 3.148 0.079 0.746  0.0312
H9 1.797 -0.847 1.424  0.0568
H10 1.534 1.992 -1.154  0.0872
H11 0.481 1.056 0.103  0.1145



Record 6
ORCA calculation (wB97M-V/def2-TZVPD) on a gas-phase ion, C5H14NSi (charge +1) in a non-equilibrium geometry.

Calculated values
2S+1: 1
HOMO-LUMO gap (eV): 11.3
HOMO level (hartree): -0.532
LUMO level (eV): -3.194
Energy above the lowest of the compared OMol25 structures with the same formula, charge and spin (kJ/mol): 241.9
SMILES: C[Si](C)(C)[C@H]1C[NH2+]1
Charge: +1
Total energy (hartree): -542.85582

Each line ends with the Löwdin charge.
Geometry (Å):
C1 1.957 -0.165 -1.238  -0.1562
C2 1.312 -0.158 0.084  -0.2261
C3 -1.244 -1.832 -0.811  -0.1194
C4 -1.003 1.603 -0.604  -0.1501
C5 -1.152 -0.101 2.064  -0.1810
N1 2.100 1.028 -0.503  0.0609
Si1 -0.626 -0.185 0.197  0.7369
H1 2.879 -0.698 -1.531  0.1443
H2 1.384 0.024 -2.220  0.1646
H3 1.932 -0.664 0.868  0.1385
H4 -1.237 -1.823 -1.855  0.0069
H5 -0.768 -2.659 -0.337  0.0197
H6 -2.247 -1.932 -0.523  0.0025
H7 -1.949 1.727 -0.945  -0.0168
H8 -0.778 2.385 0.179  0.0629
H9 -0.304 1.841 -1.466  0.0381
H10 -2.022 0.469 2.040  -0.0147
H11 -1.283 -1.058 2.702  0.0735
H12 -0.475 0.540 2.694  0.0466
H13 2.901 1.379 0.089  0.2135
H14 1.349 1.754 -0.794  0.1553



Question: Look up the 2S+1 of the first one.
Answer: 1